153
Properties=species:S:1:pos:R:3:forces:R:3 method="wB97M-V/def2-TZVPD" energy_ha=-6326.808274 lumo_energy_ha="0.0079 / 0.0079" total_charge=-1 e_homo_ev="-5.113 / -5.113"
Bi -0.437068 0.066550 -0.206480 0.5 -0.4 0.0
C -4.322164 1.001330 6.169995 0.0 0.0 0.0
C -5.026436 -0.059294 5.309296 0.0 0.0 0.0
C -6.348212 0.514551 4.780375 0.0 0.0 0.0
C -5.348341 -1.261381 6.197518 0.0 0.0 0.0
C -4.112517 -0.431671 4.141542 0.0 0.0 0.0
C -3.738582 0.534343 3.223173 0.0 0.0 0.0
C -2.842745 0.241466 2.208286 0.0 0.1 -0.2
Se -2.383416 1.676027 0.992791 -0.6 0.1 0.7
C -1.164084 2.561945 2.180148 0.0 -0.1 -0.2
C -1.646618 3.581108 2.987025 0.0 0.0 0.0
C -0.820146 4.168011 3.929226 0.0 0.0 0.0
C 0.508356 3.738845 3.942743 0.1 0.0 -0.1
C 1.040691 2.756139 3.118946 0.1 0.0 0.0
C 0.151808 2.057143 2.254431 -0.1 0.0 0.1
O 0.513712 0.978208 1.609398 -0.1 0.2 -0.1
C 2.545363 2.446899 3.249988 -0.1 0.0 0.0
C 3.337298 3.766252 3.281399 0.0 0.0 0.0
C 3.129008 1.628167 2.092068 0.0 0.0 0.0
C 2.777611 1.679316 4.559072 0.0 0.0 0.0
C -1.294001 5.238263 4.911720 0.0 0.0 0.0
C -0.994009 4.783481 6.347387 0.0 0.0 0.0
C -0.564575 6.559498 4.631775 0.0 0.0 0.0
C -2.799461 5.483769 4.801620 0.0 0.0 0.0
C -2.264062 -1.027455 2.056623 0.0 0.0 0.1
O -1.326656 -1.304893 1.165643 -0.1 0.1 -0.1
C -2.710198 -2.050201 2.932211 0.0 -0.1 0.0
C -3.596710 -1.714495 3.947436 0.0 0.0 0.0
C -2.196069 -3.487065 2.760095 0.0 0.1 0.0
C -2.514955 -3.987297 1.340307 0.0 0.0 0.0
C -2.861146 -4.452415 3.743324 0.0 0.0 0.0
C -0.678556 -3.530300 3.005259 0.0 0.0 0.0
H -4.950846 1.292216 7.017241 0.0 0.0 0.0
H -3.378073 0.610825 6.555785 0.0 0.0 0.0
H -4.097387 1.895681 5.585587 0.0 0.0 0.0
H -7.009958 0.775737 5.611626 0.0 0.0 0.0
H -6.182903 1.413077 4.184061 0.0 0.0 0.0
H -6.856576 -0.218074 4.149954 0.0 0.0 0.0
H -5.997457 -0.944263 7.017375 0.0 0.0 0.0
H -5.868747 -2.042213 5.638301 0.0 0.0 0.0
H -4.443050 -1.690479 6.631873 0.0 0.0 0.0
H -4.125030 1.545596 3.287341 0.0 0.0 0.0
H -2.678824 3.885686 2.869273 0.0 0.0 0.0
H 1.181725 4.214843 4.646731 0.0 0.0 0.0
H 3.125272 4.355036 2.386725 0.0 0.0 0.0
H 3.109743 4.377315 4.155673 0.0 0.0 0.0
H 4.408220 3.548019 3.303730 0.0 0.0 0.0
H 2.958658 2.138441 1.142353 0.0 0.0 0.0
H 4.208798 1.530874 2.247330 0.0 0.0 0.0
H 2.689115 0.637166 2.020968 0.0 0.0 0.0
H 2.410066 2.245232 5.418404 0.0 0.0 0.0
H 2.253087 0.721969 4.531501 0.0 0.0 0.0
H 3.845003 1.486189 4.704278 0.0 0.0 0.0
H 0.076175 4.650133 6.512464 0.0 0.0 0.0
H -1.357687 5.523777 7.066145 0.0 0.0 0.0
H -1.486730 3.830399 6.552723 0.0 0.0 0.0
H 0.516423 6.440022 4.726008 0.0 0.0 0.0
H -0.775858 6.901012 3.616242 0.0 0.0 0.0
H -0.885414 7.335845 5.333206 0.0 0.0 0.0
H -3.363228 4.567884 4.994338 0.0 0.0 0.0
H -3.103385 6.229948 5.539566 0.0 0.0 0.0
H -3.075336 5.858352 3.813546 0.0 0.0 0.0
H -3.905126 -2.496293 4.624937 0.0 0.0 0.0
H -3.592487 -3.955354 1.159731 0.0 0.0 0.0
H -2.024479 -3.374649 0.587548 0.0 0.0 0.0
H -2.173916 -5.021332 1.227979 0.0 0.0 0.0
H -3.947947 -4.460380 3.627151 0.0 0.0 0.0
H -2.494802 -5.462767 3.547472 0.0 0.0 0.0
H -2.622139 -4.207788 4.781358 0.0 0.0 0.0
H -0.148158 -2.899980 2.294632 0.0 0.0 0.0
H -0.451172 -3.184625 4.017037 0.0 0.0 0.0
H -0.312285 -4.556582 2.901769 0.0 0.0 0.0
C -0.456564 -5.853571 -5.528423 0.0 0.0 0.0
C -0.304601 -5.531597 -4.046837 0.1 0.0 -0.1
N -0.155066 -4.101609 -3.796505 0.0 -0.1 0.0
C -1.205113 -3.397392 -3.304604 0.0 0.0 0.0
C -1.196177 -2.072222 -3.020330 0.0 0.0 -0.1
C -2.476609 -1.453853 -2.485214 -0.2 0.1 0.0
O -3.515430 -1.733709 -3.083846 0.0 0.0 0.1
O -2.375855 -0.704019 -1.459946 0.1 0.1 0.0
C -0.014886 -1.305586 -3.309054 0.0 -0.1 0.0
O 0.155397 -0.119179 -2.997669 0.0 0.0 -0.1
C 1.046180 -2.043810 -4.008817 0.0 0.0 0.1
C 2.181806 -1.354232 -4.424896 0.0 0.0 0.0
C 3.287032 -2.030126 -4.850379 0.0 0.0 0.0
F 4.358497 -1.285344 -5.228542 0.1 -0.1 0.1
C 3.340536 -3.436515 -4.844374 0.0 -0.1 -0.1
C 2.167226 -4.103688 -4.543759 0.0 -0.1 0.0
C 1.009997 -3.433298 -4.135588 0.0 0.1 0.1
N 4.516325 -4.243209 -4.967481 0.1 0.1 0.2
C 4.955531 -4.610549 -3.601127 0.0 0.1 -0.1
C 6.233895 -5.423417 -3.593978 0.1 0.1 0.0
N 7.259300 -4.724169 -4.370256 -0.1 0.0 0.0
C 6.800356 -4.645120 -5.758239 0.0 0.0 0.1
C 5.596866 -3.728377 -5.812848 -0.1 0.0 0.0
H -0.588277 -6.927537 -5.668912 0.0 0.0 0.0
H 0.419311 -5.535545 -6.093424 0.0 0.0 0.0
H -1.329344 -5.341408 -5.935290 0.0 0.0 0.0
H 0.548877 -6.058309 -3.617666 0.0 0.0 0.0
H -1.187952 -5.858068 -3.502670 0.0 0.0 0.1
H -2.108310 -3.967202 -3.124940 0.0 0.0 0.0
H 2.193100 -0.273843 -4.354344 0.0 0.0 0.0
H 2.206953 -5.184282 -4.570102 0.0 0.0 0.0
H 4.158606 -5.186694 -3.134052 0.0 0.0 0.0
H 5.092236 -3.712471 -2.986280 0.1 0.1 0.0
H 6.046057 -6.428834 -3.997212 -0.1 0.0 0.0
H 6.564916 -5.523016 -2.559387 0.0 0.0 0.0
H 8.135611 -5.228269 -4.321642 0.0 0.0 0.0
H 7.435790 -2.286092 -2.803428 0.0 0.1 -0.1
H 6.534355 -5.640114 -6.144018 0.0 0.0 0.0
H 7.592493 -4.230066 -6.381707 0.0 0.0 0.0
H 5.225094 -3.667581 -6.837643 0.0 0.0 0.0
H 5.935346 -2.733529 -5.522800 0.0 0.1 0.1
O 2.505301 -2.798980 -1.226927 -0.1 0.1 0.0
C 2.264534 -1.687733 -0.757737 0.1 -0.2 0.2
O 1.357713 -1.407967 0.092292 0.0 0.2 -0.3
C 3.239610 -0.575225 -1.202415 0.0 -0.1 -0.1
C 4.480626 -0.995497 -1.502437 0.0 0.0 0.0
C 5.446218 -0.147234 -2.146096 0.0 -0.1 0.1
C 5.114183 1.211595 -2.442325 0.1 0.1 -0.1
C 3.922789 1.674184 -2.057789 0.0 0.0 0.1
C 2.873527 0.847994 -1.389828 0.1 0.1 0.2
O 1.822681 1.350857 -1.048436 0.0 -0.2 -0.2
N 3.681822 3.111647 -2.268739 0.0 0.0 0.0
O 3.108386 3.719718 -1.396073 0.1 0.0 0.0
O 4.114257 3.599868 -3.299826 0.0 0.0 0.0
N 6.616182 -0.609397 -2.565707 -0.1 0.4 0.0
O 6.968525 -1.837946 -2.072496 -0.1 -0.5 0.0
O 7.419559 -0.047741 -3.296979 0.1 -0.1 -0.1
H 4.717900 -2.032034 -1.325901 0.0 -0.1 -0.1
H 5.829971 1.859092 -2.928672 0.0 0.0 0.0
C -1.792868 2.516208 -3.063539 -0.1 0.0 0.0
N -2.635406 2.887953 -1.917952 0.1 0.1 -0.1
C -2.766124 4.344239 -1.898028 0.0 -0.1 0.0
N -3.355851 4.869525 -3.137112 0.0 0.0 0.0
C -2.498910 4.446526 -4.253171 0.0 0.0 0.1
N -2.356461 2.993962 -4.333984 0.0 0.0 0.0
C -3.691189 2.403787 -4.477783 0.0 0.0 0.1
N -4.582424 2.772502 -3.371277 0.0 0.0 0.0
C -3.965843 2.298889 -2.125348 0.1 0.0 0.0
C -4.665453 4.230962 -3.314398 0.0 0.0 0.0
H -1.702891 1.430731 -3.102431 0.0 0.0 0.0
H -0.795357 2.942310 -2.930234 0.0 0.0 0.0
H -1.776458 4.786504 -1.762673 0.0 0.0 0.0
H -3.401008 4.632728 -1.056062 0.0 0.0 0.0
H -1.509720 4.890427 -4.122317 0.0 0.0 0.0
H -2.932658 4.815351 -5.185965 0.0 0.0 0.0
H -3.599456 1.316793 -4.503100 0.0 0.0 0.0
H -4.131906 2.748530 -5.416740 0.0 0.0 0.0
H -3.867998 1.211621 -2.153461 0.0 0.0 0.0
H -4.605797 2.578111 -1.284497 0.0 0.0 0.0
H -5.308619 4.514399 -2.477853 0.0 0.0 0.0
H -5.111309 4.598889 -4.242012 0.0 0.0 0.0